Record 1
# C26H36N2O5

The molecule C26H36N2O5 (ωB97M-V/def2-TZVPD, the Open Molecules 2025 dataset).

```
! RIJCOSX wB97M-V def2-TZVPD def2/J DEFGRID3
* xyz 0 1
C -1.20178 4.33139 -0.01834
O -0.75525 3.35154 0.88479
C -1.35040 2.12458 0.84931
C -2.27009 1.71152 -0.09598
C -2.82393 0.44074 -0.03444
C -2.46622 -0.43924 0.96825
C -3.10602 -1.79755 1.06315
N -2.29104 -2.92137 0.58683
C -3.06017 -4.14396 0.78530
C -2.32000 -5.38078 0.29780
C -2.04352 -5.23821 -1.19170
C -1.20301 -3.98570 -1.39170
C -1.87966 -2.73654 -0.80349
C -0.81602 -1.63751 -0.88937
O -0.74619 -0.85820 -1.81648
N 0.07268 -1.76067 0.12508
C 1.12518 -0.91991 0.49284
C 1.92897 -1.28167 1.56571
C 2.93163 -0.42439 1.97502
C 3.16257 0.78998 1.34078
O 4.17831 1.53964 1.86894
C 4.10204 2.94778 1.79218
C 2.38471 1.13031 0.21466
O 2.69032 2.29163 -0.42945
C 1.87176 2.79725 -1.46491
C 2.44140 2.52225 -2.86508
C 1.62074 3.28953 -3.89887
C 2.46190 1.03328 -3.19964
C 1.37259 0.26863 -0.17932
C -1.54912 -0.02235 1.93402
C -0.98121 1.23685 1.88536
O -0.08378 1.73188 2.78169
C 0.26735 0.93579 3.88580
H -2.27249 4.52922 0.10142
H -1.00109 4.05303 -1.05845
H -0.63986 5.23203 0.22471
H -2.57015 2.37017 -0.89489
H -3.53815 0.14561 -0.78790
H -3.33406 -2.00746 2.11341
H -4.06223 -1.76920 0.51035
H -3.26195 -4.23149 1.85735
H -4.03379 -4.08532 0.26494
H -2.92853 -6.26343 0.50056
H -1.37756 -5.48174 0.83899
H -1.51018 -6.11010 -1.57342
H -2.98671 -5.15104 -1.73545
H -1.01964 -3.80177 -2.45139
H -0.23612 -4.13168 -0.90448
H -2.73200 -2.45467 -1.44503
H -0.18719 -2.46426 0.80835
H 1.76268 -2.21482 2.08427
H 3.55917 -0.67264 2.81684
H 3.09437 3.30327 2.02127
H 4.79953 3.31688 2.54502
H 4.39870 3.31602 0.80788
H 1.85127 3.88158 -1.30004
H 0.84970 2.42022 -1.38742
H 3.47155 2.89598 -2.87684
H 0.59248 2.93368 -3.90092
H 2.03455 3.14140 -4.89308
H 1.61870 4.35596 -3.68281
H 2.91227 0.88002 -4.17831
H 3.04420 0.48110 -2.46589
H 1.45326 0.62653 -3.22041
H 0.74763 0.49309 -1.02359
H -1.28445 -0.70757 2.72397
H -0.60642 0.70023 4.50346
H 0.75990 0.01053 3.57263
H 0.96781 1.53411 4.46615
*
```

The calculation puts the HOMO energy at -7.4006 eV. The molar mass is 456.6 g/mol. Its gap between HOMO and LUMO is 8.14 eV. Its largest force on an atom is 0.57 eV/A. The energy relative to the best compared isomer or geometry (same formula, charge and spin) is 180.01 kJ/mol.

Mulliken population analysis, charges in e, atoms 1 to 2:
1. C -1.007
2. O -0.372

=====

Record 2
# C26H36N6O2S3SbSc

C26H36N6O2S3SbSc as an isolated structure (ωB97M-V/def2-TZVPD, the Open Molecules 2025 dataset).

```
! RIJCOSX wB97M-V def2-TZVPD def2/J DEFGRID3
* xyz 1 2
Sc 0.25699 -0.13994 0.21680
C -4.83169 -2.36376 -4.57368
C -3.61185 -2.00678 -3.76471
C -2.33909 -2.36334 -4.18353
C -1.15203 -2.08187 -3.46666
C 0.04797 -2.58261 -4.03875
N 1.38466 -2.28115 -3.82790
C 1.94513 -0.96576 -3.56653
C 1.85356 0.04513 -4.71430
C 0.45938 0.63485 -4.90169
N 0.06914 1.37863 -3.70110
C -0.03090 2.66407 -3.62344
C -0.28095 3.39719 -2.42737
C -0.41337 4.79837 -2.50569
C -0.63314 5.57316 -1.39390
C -0.78794 7.06820 -1.46780
C -0.71828 4.89817 -0.16395
C -0.56331 3.53412 -0.02658
C -0.69268 2.93627 1.29748
N -0.46817 1.72737 1.63086
C -0.86801 1.38320 2.99955
C -1.87732 0.23241 2.95350
C -2.76191 0.26289 1.71538
N -2.07022 -0.22308 0.49504
C -2.86227 -0.48616 -0.47520
C -2.57921 -1.04417 -1.78569
C -3.72017 -1.33849 -2.55973
C -1.29488 -1.38982 -2.22113
O -0.22641 -1.15126 -1.47947
C -0.34386 2.73543 -1.17397
O -0.20374 1.46015 -1.10417
H -4.57791 -2.53420 -5.61957
H -5.57627 -1.56834 -4.53415
H -5.30325 -3.27339 -4.19702
H -2.23355 -2.89221 -5.12599
H -0.08835 -3.34353 -4.79735
H 1.98435 -2.84972 -4.40286
H 2.99973 -1.11208 -3.32314
H 1.46983 -0.56451 -2.67609
H 2.16836 -0.41905 -5.65161
H 2.55164 0.86181 -4.50819
H -0.28268 -0.14561 -5.06432
H 0.42742 1.32045 -5.74823
H -0.04913 0.88207 -2.80808
H 0.09642 3.21508 -4.55274
H -0.34208 5.27015 -3.48112
H -0.60696 7.43110 -2.47852
H -0.08588 7.57238 -0.80274
H -1.79405 7.37662 -1.17940
H -0.90397 5.48234 0.73380
H -1.05308 3.62884 2.06436
H -1.31582 2.25582 3.48291
H 0.01445 1.09422 3.56492
H -2.50586 0.27918 3.84333
H -1.35118 -0.71956 3.00978
H -3.10628 1.28582 1.53859
H -3.65006 -0.34922 1.88282
H -3.93132 -0.31894 -0.30702
H -4.69512 -1.04441 -2.18662
N -0.34970 -2.34037 1.20848
C 0.71872 -3.34846 1.30843
C 1.48195 -3.34286 0.00630
N 1.98382 -1.98676 -0.24392
H -0.86476 -2.29172 2.07919
H -1.02395 -2.64359 0.50975
H 0.32462 -4.34660 1.51272
H 1.37671 -3.06610 2.13017
H 0.81872 -3.60644 -0.82064
H 2.28118 -4.08709 0.03740
H 2.28955 -1.92440 -1.20846
H 2.77342 -1.78623 0.35957
S 2.74123 2.73854 0.31252
Sb 3.73972 0.86655 1.51365
S 1.96638 -0.25456 2.46452
S 2.79195 0.92946 -0.77643
*
```

The calculation puts the HOMO energy (spin up / spin down) at -8.2602 / -10.3491 eV. The molar mass is 727.5 g/mol. Its gap between HOMO and LUMO (spin up / spin down) is 5.23 / 7.31 eV. Its largest force on an atom is 0.65 eV/A. Its expectation value of S² is 0.788. The energy relative to the best compared isomer or geometry (same formula, charge and spin) is 0.00 kJ/mol.

Mulliken population analysis, charges in e, atoms 1 to 2:
1. Sc -0.846
2. C -1.595

=====

Record 3
# C26H37BBrF2N2O9P

A 3-piece molecular cluster, C26H37BBrF2N2O9P overall at a distorted geometry (ωB97M-V/def2-TZVPD, the Open Molecules 2025 dataset).

```
! RIJCOSX wB97M-V def2-TZVPD def2/J DEFGRID3
* xyz 0 1
C 1.79680 8.99637 -3.67297
O 1.84497 7.76936 -2.81369
C 1.03751 6.69498 -3.43558
C 0.93979 5.48268 -2.31683
C 1.58723 4.11130 -2.93842
C 3.16797 3.85149 -2.50807
C 3.45245 2.24237 -2.38338
C 3.05172 1.58385 -0.92245
Br 2.06851 2.84947 0.34083
C 4.44653 1.35225 -0.02813
O 5.66250 1.87934 -0.18307
N 3.93207 0.31536 0.99067
C 2.77595 -0.60433 0.55381
O 1.43599 -0.34894 1.17752
P 2.95063 -2.48979 0.79487
N 2.66542 -2.86147 2.37766
O 4.56936 -3.11149 0.47510
O 1.77381 -3.41730 -0.12677
C 2.50940 0.00127 -0.97205
C 0.92901 0.10165 -1.49172
O 0.21730 -1.18495 -1.47481
C -0.70056 -1.33755 -2.61367
C -2.31903 -1.70685 -2.40798
O -0.31294 -1.24454 -3.91136
B 3.35039 -0.96181 -2.05906
O 4.83091 -1.13940 -2.02423
O 2.66670 -1.68205 -3.19184
C 3.62453 -1.83717 -4.32953
H 1.64635 8.73660 -4.81141
H 2.84509 9.54304 -3.54495
H 0.91854 9.70299 -3.28336
H -0.04286 7.14541 -3.66935
H 1.52815 6.33704 -4.44342
H 1.35446 5.76612 -1.26017
H -0.22839 5.28862 -2.16469
H 0.89265 3.21658 -2.56328
H 1.50481 4.07693 -4.12512
H 3.52791 4.49783 -1.60255
H 3.80502 4.22694 -3.44581
H 4.60414 2.08775 -2.65780
H 2.86433 1.73579 -3.29036
H 4.73884 -0.35828 1.14117
H 1.60270 -0.08661 2.13473
H 2.45629 -1.99746 2.92288
H 4.67472 -3.32316 -0.51921
H 0.98058 -3.53727 0.47354
H 0.28178 0.85199 -0.85112
H 0.98598 0.58556 -2.57939
H -2.76612 -1.26686 -1.41964
H -2.89392 -1.33673 -3.38537
H -2.36243 -2.89492 -2.43908
H 5.18216 -1.11827 -1.08689
H 2.94644 -2.14572 -5.26012
H 4.12110 -0.79265 -4.51245
H 4.38038 -2.70487 -4.08998
F -1.61239 0.61084 1.70998
C -2.04052 -0.61124 2.05329
C -1.41648 -1.73116 1.51479
C -1.85858 -3.00384 1.87594
C -2.92805 -3.14232 2.76410
C -3.55115 -2.01205 3.29530
C -3.10158 -0.73983 2.94263
H -0.59275 -1.60404 0.81998
H -1.37235 -3.88583 1.46652
H -3.27544 -4.13511 3.04205
H -4.38599 -2.12228 3.98319
H -3.56857 0.14936 3.35299
F -6.12038 -1.97962 5.19222
C -6.54851 -3.20169 5.53553
C -5.92447 -4.32162 4.99702
C -6.36657 -5.59430 5.35817
C -7.43604 -5.73278 6.24633
C -8.05914 -4.60251 6.77754
C -7.60958 -3.33028 6.42486
H -5.10074 -4.19450 4.30221
H -5.88034 -6.47629 4.94876
H -7.78343 -6.72557 6.52428
H -8.89399 -4.71274 7.46542
H -8.07656 -2.44110 6.83523
*
```

The calculation puts the HOMO energy at -9.1962 eV. The molar mass is 681.3 g/mol. Its gap between HOMO and LUMO is 8.91 eV. Its largest force on an atom is 8.89 eV/A.

Mulliken population analysis, charges in e, atoms 1 to 2:
1. C -0.605
2. O -0.329

=====

Question: Which formula does entry 3 have?
Answer: C26H37BBrF2N2O9P